ORCA calculation (wB97M-V/def2-TZVPD) on C36H53AsBrMnN6O3P as an isolated structure.

```
102
Properties=species:S:1:pos:R:3:forces:R:3
Mn 1.199 0.194 1.028 -0.32 -3.27 0.48
Br 2.981 -3.094 2.241 0.17 0.19 -0.08
C 3.813 -1.875 1.006 -1.15 0.31 0.25
C 5.073 -2.197 0.584 0.90 0.42 -0.80
C 5.783 -1.238 -0.168 -0.71 -0.54 0.71
C 5.234 0.024 -0.269 -0.15 0.15 -0.19
C 3.960 0.267 0.222 -0.32 -1.81 0.34
N 3.158 -0.738 0.748 1.57 1.04 0.26
C 3.439 1.645 0.408 -1.71 1.43 0.54
O 4.076 2.632 0.054 0.34 -0.58 -0.07
O 2.293 1.680 1.017 2.20 1.96 -0.32
H 5.519 -3.145 0.838 -0.06 -0.08 0.01
H 6.756 -1.474 -0.569 0.11 0.01 0.00
H 5.767 0.857 -0.704 0.01 0.06 0.00
O 1.002 -0.633 3.298 0.37 0.11 -0.49
C -0.077 -1.566 3.371 -0.15 0.23 -0.03
C -0.799 -1.671 2.045 0.93 0.17 -1.03
C -2.156 -1.931 1.986 -0.34 -0.29 -0.14
C -2.793 -2.018 0.753 0.88 0.11 -0.22
C -2.011 -1.865 -0.397 -0.77 -0.39 0.37
C -0.666 -1.627 -0.268 1.01 0.39 0.83
N -0.037 -1.485 0.931 -1.95 -0.28 0.28
H 1.831 -1.128 3.393 -0.18 0.17 -0.03
H -0.767 -1.210 4.147 0.10 -0.15 -0.16
H 0.301 -2.553 3.665 -0.10 0.11 -0.04
H -2.714 -2.083 2.898 -0.04 0.09 0.12
H -3.853 -2.204 0.687 -0.11 0.01 0.00
H -2.453 -1.922 -1.380 -0.02 -0.01 -0.09
H -0.026 -1.512 -1.138 -0.15 0.12 0.16
C 2.690 -5.630 -0.439 -0.05 0.03 -0.06
As 1.410 -4.125 -0.492 0.09 -0.22 -0.28
C 0.614 -4.546 -2.242 -0.01 -0.07 0.01
C 0.008 -4.933 0.705 0.20 0.30 -0.04
C -0.511 -6.223 0.201 -0.09 -0.22 -0.05
C -1.605 -6.253 -0.661 -0.01 0.08 0.07
C -2.031 -7.438 -1.229 -0.13 -0.05 -0.09
C -1.380 -8.625 -0.938 -0.01 -0.08 -0.05
C -0.306 -8.614 -0.064 0.03 -0.13 -0.01
C 0.117 -7.427 0.506 0.02 0.04 0.06
H 2.270 -6.516 -0.912 0.00 -0.05 0.00
H 2.949 -5.868 0.593 -0.04 0.04 0.02
H 3.611 -5.354 -0.956 -0.09 0.07 -0.04
H 0.335 -5.596 -2.304 -0.02 -0.05 -0.05
H 1.327 -4.320 -3.037 0.07 0.03 0.12
H -0.274 -3.936 -2.410 -0.01 0.01 0.05
H -0.795 -4.196 0.785 0.10 0.00 0.04
H 0.484 -5.048 1.682 -0.01 0.09 -0.04
H -2.121 -5.327 -0.886 0.00 0.05 -0.05
H -2.869 -7.432 -1.911 -0.09 -0.02 -0.02
H -1.707 -9.553 -1.384 -0.02 -0.05 -0.04
H 0.213 -9.534 0.164 0.00 -0.07 0.07
H 0.946 -7.435 1.202 0.09 0.03 0.01
N -0.226 1.027 0.252 -0.48 0.93 -0.62
P -0.519 2.533 -0.066 0.26 -0.38 0.40
N 0.025 3.121 -1.564 -0.26 -0.34 0.65
C -0.701 2.512 -2.674 -0.40 0.31 -0.46
C -0.381 3.261 -3.961 0.11 -0.33 0.02
C 1.113 3.181 -4.252 -0.09 0.34 0.09
C 1.883 3.687 -3.038 0.02 -0.32 0.05
C 1.455 2.943 -1.778 0.49 0.32 0.03
N -2.171 2.788 -0.172 0.32 0.00 0.14
C -2.625 4.159 -0.227 -0.14 0.21 -0.35
C -3.881 4.257 -1.090 -0.02 0.02 0.31
C -4.946 3.304 -0.549 0.05 -0.12 -0.34
C -4.397 1.879 -0.490 0.03 0.16 0.35
C -3.132 1.859 0.368 -0.08 -0.44 -0.30
N -0.061 3.669 1.098 0.12 -0.56 -0.54
C 0.949 4.703 1.051 -0.14 0.38 -0.08
C 0.501 5.842 1.971 0.26 -0.11 0.03
C 0.283 5.335 3.395 -0.28 0.10 -0.11
C -0.704 4.172 3.389 0.26 -0.08 0.04
C -0.212 3.100 2.425 -0.36 -0.06 0.40
H -1.767 2.572 -2.455 0.07 -0.13 -0.10
H -0.425 1.451 -2.781 -0.03 -0.01 0.02
H -0.674 4.305 -3.833 -0.07 0.06 -0.06
H -0.956 2.834 -4.786 -0.07 0.04 -0.02
H 1.360 3.782 -5.128 0.05 -0.09 -0.11
H 1.392 2.144 -4.453 0.02 -0.06 -0.07
H 1.679 4.752 -2.898 0.09 0.05 0.02
H 2.955 3.549 -3.182 0.06 0.10 0.04
H 2.009 3.326 -0.924 0.01 -0.08 0.01
H 1.697 1.867 -1.865 -0.03 0.11 -0.03
H -1.813 4.753 -0.650 -0.14 0.16 0.11
H -2.853 4.537 0.782 0.09 0.04 0.01
H -3.636 3.985 -2.119 0.01 0.05 -0.07
H -4.249 5.286 -1.083 0.01 -0.01 -0.07
H -5.836 3.340 -1.180 -0.09 0.04 0.07
H -5.230 3.618 0.459 -0.09 0.03 0.05
H -4.155 1.533 -1.496 0.02 -0.06 -0.08
H -5.139 1.202 -0.062 -0.05 -0.06 -0.03
H -2.660 0.873 0.374 -0.09 0.10 0.10
H -3.408 2.125 1.401 0.04 0.01 0.07
H 1.038 5.074 0.029 0.06 -0.05 0.01
H 1.924 4.315 1.380 -0.01 -0.02 -0.12
H -0.436 6.251 1.586 -0.01 0.07 -0.04
H 1.253 6.632 1.967 0.01 0.08 -0.05
H -0.093 6.146 4.025 0.10 0.00 0.07
H 1.234 4.993 3.809 0.08 0.03 0.06
H -1.688 4.524 3.070 -0.06 -0.02 -0.01
H -0.802 3.746 4.388 -0.05 -0.01 0.10
H -0.932 2.274 2.358 0.17 0.12 0.21
H 0.747 2.682 2.781 -0.15 0.01 -0.09
```
Forces are in eV/Å.

As for the multiplicity: 2. Its energy relative to the best compared isomer or geometry (same formula, charge and spin) is 143.7 kJ/mol. The value obtained for the LUMO energy (alpha / beta) is -0.010 / -0.012 Ha. The net charge is 0. The strongest force on any atom is 3.3 eV/A.

These are the Mulliken partial charges, in e, on atoms 1 to 2: atom 1 (Mn): 0.23, atom 2 (Br): -0.12